(1)
Density functional theory data (wB97M-V/def2-TZVPD) for C31H60Cl25F5O3SSi as an isolated structure at a distorted geometry.

```
126
Properties=species:S:1:pos:R:3:forces:R:3
C 2.4631 -0.2339 3.0155 0.6 -0.6 0.4
C 3.4588 -1.3268 2.6014 0.9 1.3 0.3
C 4.7252 -0.8012 1.9445 -0.1 0.6 0.8
C 4.4955 0.1160 0.7511 0.4 -1.3 -0.2
C 3.3686 -0.2996 -0.1723 -0.4 1.4 -0.6
C 2.8732 0.9467 -0.9545 0.2 -0.9 0.9
C 1.7149 1.5221 -0.1663 -0.2 0.3 -1.1
C 1.2596 2.9241 -0.6447 0.6 -0.8 0.7
Si 0.9017 4.1657 0.6937 -1.7 0.7 -1.5
C 0.2194 5.7112 -0.1724 0.3 -0.2 1.1
C -0.4566 6.7200 0.7611 0.5 0.4 -0.5
C 0.4946 7.6699 1.4586 -1.1 0.0 0.1
Cl -0.4201 8.4940 2.7689 0.2 0.1 0.1
C -0.4105 3.6199 1.9045 0.8 -0.8 0.5
C -0.5859 2.0928 1.9595 0.0 1.0 0.8
C -1.5969 1.6742 3.0169 -0.3 0.0 -1.0
C -2.9661 2.3396 2.9000 0.4 -0.7 0.1
C -3.4747 2.5044 1.4880 -0.6 0.5 0.4
O -4.8944 2.3380 1.4683 0.3 -0.2 -0.1
C -5.5089 3.3935 0.7714 0.1 -0.4 0.4
S 2.7027 4.6395 1.9085 -0.1 -1.4 -0.2
O 2.2930 5.0571 3.1948 -1.1 2.2 1.7
O 3.4626 3.4376 2.0054 1.3 -1.5 -1.1
C 3.8531 5.8903 1.1323 -0.2 0.4 1.7
F 3.2445 6.7380 0.3441 -1.6 1.3 -1.1
F 4.7286 5.2692 0.4214 1.8 -1.8 -1.6
C 4.6269 6.6858 2.1907 -1.2 -1.0 -1.8
F 5.2908 5.8716 2.8966 1.9 -2.6 2.5
F 5.4468 7.4861 1.6185 2.3 2.0 -2.1
F 3.8570 7.3968 2.9003 -2.7 1.9 2.4
H 2.7911 0.7672 2.7940 0.2 0.4 -0.3
H 2.3298 -0.2795 4.0838 -0.2 0.1 0.5
H 1.4963 -0.4170 2.5792 -0.5 0.1 -0.3
H 2.9590 -1.9406 1.8694 2.4 0.7 1.3
H 3.7151 -1.9170 3.4627 0.2 -0.4 0.4
H 5.2546 -0.2155 2.6849 0.4 0.2 0.3
H 5.3786 -1.6292 1.7266 0.2 -0.4 -0.4
H 4.4079 1.1408 1.0499 -0.4 0.6 0.4
H 5.4008 0.0794 0.1614 0.5 0.2 -0.3
H 2.4999 -0.6657 0.3553 0.2 0.0 0.2
H 3.6507 -1.0665 -0.8725 0.4 -0.5 -0.2
H 3.6797 1.6610 -1.0224 0.3 0.3 -0.3
H 2.5687 0.6383 -1.9413 -0.2 0.2 -0.6
H 1.9206 1.4448 0.8849 0.3 0.2 0.5
H 0.8916 0.8529 -0.3598 -0.5 -0.3 0.3
H 0.3736 2.7676 -1.2579 -0.2 0.4 0.1
H 2.0251 3.3164 -1.3002 0.3 0.3 -0.3
H -0.5580 5.3386 -0.8193 -0.2 -0.4 -0.3
H 0.9485 6.1768 -0.8195 0.3 0.3 -0.2
H -1.1033 7.3256 0.1475 -0.5 0.3 -0.1
H -1.0841 6.2725 1.5102 -0.2 -0.5 0.3
H 0.7879 8.4515 0.7912 0.5 0.4 -0.4
H 1.3379 7.1797 1.8943 0.4 -0.2 0.4
H -1.3652 4.0678 1.6913 -0.3 0.5 -0.4
H -0.1661 3.9441 2.9068 0.2 0.3 0.4
H -0.8659 1.7375 0.9868 -0.1 -0.3 -0.5
H 0.3507 1.6372 2.2270 0.5 -0.3 -0.1
H -1.1808 1.7654 4.0021 0.2 0.3 0.6
H -1.7665 0.6225 2.8756 -0.1 -0.7 0.1
H -3.0058 3.2723 3.4271 0.1 0.6 0.2
H -3.6599 1.6907 3.4069 -0.4 -0.2 0.3
H -3.2898 3.5155 1.1587 0.3 0.5 -0.2
H -2.9901 1.8588 0.7699 0.0 -0.6 -0.2
H -6.5550 3.1557 0.7180 -0.5 0.0 -0.2
H -5.3773 4.3270 1.3004 0.0 0.5 0.3
H -5.0815 3.5129 -0.2094 0.0 0.0 -0.7
C 0.2642 -2.0102 0.2299 -0.4 -0.4 -0.2
Cl 1.6072 -2.5241 1.2409 -3.8 -2.0 -1.9
Cl -0.7500 -0.8443 1.1033 -0.1 -0.6 -0.3
H 0.6678 -1.5246 -0.6517 0.1 0.1 0.0
H -0.3296 -2.8671 -0.0532 -0.2 -0.1 0.0
C -2.1521 4.9752 -3.4404 -0.1 0.1 -0.1
Cl -3.1956 4.9232 -2.0148 0.0 0.0 0.0
Cl -0.7122 3.9756 -3.2240 0.0 0.1 -0.2
H -2.7052 4.6056 -4.2945 0.0 -0.1 0.0
H -1.8415 5.9986 -3.6095 0.1 0.0 0.1
C -7.2017 -2.7275 1.5545 0.0 -0.1 -0.1
Cl -5.4916 -3.1505 1.4520 0.0 0.0 -0.1
Cl -8.1298 -3.9710 2.4139 0.0 0.1 0.0
H -7.2917 -1.7913 2.0832 0.0 0.1 0.2
H -7.5958 -2.6317 0.5506 0.0 -0.1 0.0
C -0.9020 1.1977 -5.5197 0.1 0.0 0.1
Cl -0.9865 -0.5343 -5.1951 0.0 -0.1 0.0
Cl -2.5017 1.9419 -5.4731 -0.1 0.1 -0.1
H -0.2911 1.6602 -4.7553 0.0 0.0 0.1
H -0.4614 1.3542 -6.4955 -0.1 0.0 -0.1
C 3.1291 -0.7842 -5.9186 0.0 -0.1 0.0
Cl 2.4535 0.7643 -5.4014 0.1 0.2 0.0
Cl 2.7400 -2.0720 -4.7746 0.0 -0.1 0.0
H 2.7141 -1.0381 -6.8848 -0.1 0.0 0.0
H 4.2050 -0.6874 -5.9855 0.0 0.0 0.1
C 0.6300 -4.9313 -7.8213 0.0 0.0 -0.1
Cl 1.8832 -4.5272 -9.0036 -0.1 0.0 0.0
Cl 1.0969 -6.3074 -6.8177 0.0 0.0 0.0
H 0.4671 -4.0760 -7.1827 0.1 0.1 0.1
H -0.2801 -5.1814 -8.3515 0.0 -0.1 -0.1
C 2.1868 -6.8532 -2.9356 -0.1 0.0 0.0
Cl 1.4168 -5.9301 -1.6346 0.0 -0.1 -0.3
Cl 3.9429 -6.6667 -2.9094 0.1 0.0 0.0
H 1.9451 -7.9001 -2.7999 0.1 0.0 0.1
H 1.8158 -6.5047 -3.8916 0.0 0.1 0.0
C -1.6262 -5.6174 1.5529 0.1 -0.3 0.1
Cl -2.5613 -4.7149 0.3548 0.1 0.1 -0.1
Cl 0.1182 -5.6492 1.2289 -0.4 0.1 0.1
H -1.7966 -5.1711 2.5221 0.1 0.1 0.0
H -1.9814 -6.6420 1.5449 0.0 0.2 0.0
C 5.4718 -9.3160 -5.6566 0.1 0.1 0.0
Cl 5.8186 -10.9999 -5.2492 0.1 0.0 0.0
Cl 3.7409 -8.9722 -5.6037 -0.1 0.0 -0.1
H 5.9730 -8.6737 -4.9429 -0.1 0.0 0.1
H 5.8337 -9.1176 -6.6571 -0.1 -0.1 -0.1
C -1.0551 -9.8288 0.9685 0.1 0.0 -0.1
Cl -1.9108 -8.9897 2.2726 -0.1 -0.2 0.0
Cl 0.6845 -9.5390 1.0333 0.0 0.0 -0.1
H -1.2363 -10.8915 1.0651 0.0 0.0 0.1
H -1.4334 -9.4698 0.0197 0.0 0.1 0.0
C -4.6534 -5.1379 4.5170 -0.1 0.0 -0.1
Cl -3.4311 -6.4079 4.3199 -0.1 -0.1 0.1
Cl -3.9231 -3.5983 4.9803 0.0 0.0 0.0
H -5.1727 -5.0057 3.5746 0.1 0.0 0.0
H -5.3486 -5.4427 5.2885 0.1 0.0 0.1
C -6.8918 2.7092 4.4505 0.0 0.0 -0.1
Cl -6.2901 1.1111 4.9080 -0.1 0.0 0.0
Cl -5.5925 3.9039 4.4134 -0.2 0.2 0.1
H -7.3338 2.6458 3.4630 0.1 0.0 0.0
H -7.6339 3.0231 5.1731 0.1 0.0 0.1
```
Positions in Å, forces in eV/Å.

Computed properties:
Gap between HOMO and LUMO: 9.447 eV
Highest occupied orbital energy: -9.2487 eV
Net charge: 0
Calculated total energy: -384621.178 eV

---

(2)
Density functional theory data (wB97M-V/def2-TZVPD) for C31H60F3O29Rb as an isolated structure at a distorted geometry.

```
124
Properties=species:S:1:pos:R:3:forces:R:3
Rb -1.5206 6.1154 -1.5473 0.2 -1.1 0.5
C -1.4425 2.2489 -0.0959 0.0 0.0 1.0
O -0.2460 1.6031 0.3967 -0.1 -0.5 -0.5
O -1.2391 3.5063 -0.3067 -0.4 1.8 -1.2
C -1.9193 1.4175 -1.3050 0.7 -0.5 0.1
F -1.8154 0.0814 -1.0400 -0.2 0.1 -0.2
F -3.2093 1.6409 -1.6022 -0.2 0.1 -0.1
F -1.2143 1.6178 -2.4412 -0.1 0.1 0.0
C -0.3937 1.0434 1.6697 0.8 -0.5 0.7
C 0.8883 0.2975 2.0302 0.2 0.1 -0.5
H 1.0918 -0.4739 1.2849 -0.1 -0.1 0.0
H 1.7585 0.9595 2.0038 -0.1 0.1 0.1
H 0.8332 -0.1837 3.0080 0.0 0.1 -0.1
H -1.2179 0.3237 1.7444 -0.1 0.3 -0.2
H -0.5312 1.8327 2.4187 -0.4 0.0 -0.2
H -2.2427 2.0447 0.6588 0.0 -0.2 0.0
C -2.3392 -2.3106 -2.9137 0.3 0.0 0.6
O -3.2050 -3.4515 -2.9003 0.3 0.0 -1.1
C -3.8589 -3.6702 -1.7874 -0.4 0.0 0.7
O -3.7799 -3.0468 -0.7569 0.2 0.0 -0.1
O -4.6544 -4.7239 -1.9695 0.2 0.0 -0.4
C -5.3150 -5.1925 -0.8232 -0.5 -0.8 1.2
H -1.7174 -2.3675 -2.0232 -0.1 0.4 0.0
H -2.9226 -1.3949 -2.9269 0.0 0.1 0.2
H -1.6777 -2.3509 -3.7733 -0.3 -0.3 -0.3
H -5.9491 -6.0213 -1.1321 0.0 0.2 -0.2
H -5.9253 -4.4557 -0.3004 0.1 0.3 -0.4
H -4.6317 -5.6026 -0.0706 0.2 0.2 -0.3
C 0.8347 5.4459 7.4055 -0.4 0.7 0.4
O 0.6728 4.3535 6.5241 0.1 -0.4 -0.1
C 0.2264 4.6418 5.2876 0.1 -0.1 0.2
O 0.0199 5.7445 4.8629 -0.1 0.0 0.1
O 0.0011 3.5448 4.5800 -0.2 0.3 -0.1
C 0.6392 2.3065 4.8693 0.7 -0.7 0.2
H 1.5352 5.1738 8.1886 0.2 -0.2 -0.2
H -0.1169 5.6734 7.8969 0.0 0.0 -0.2
H 1.1555 6.3361 6.8681 0.1 -0.1 0.0
H 0.7632 2.0289 5.9148 -0.5 0.5 0.1
H 1.6510 2.3127 4.4538 -0.2 0.0 -0.3
H 0.0326 1.5453 4.3924 0.1 0.0 -0.1
C 4.2412 -1.7925 1.4837 -0.6 -0.5 0.5
O 5.1379 -1.7916 0.3829 0.5 0.0 0.0
C 4.7803 -2.4775 -0.6943 -0.6 0.4 0.2
O 3.7081 -2.9957 -0.8838 0.0 -0.2 0.0
O 5.7862 -2.4380 -1.5522 0.5 -0.2 -0.3
C 5.5073 -3.0084 -2.8396 -0.5 0.0 0.2
H 4.7849 -1.4154 2.3443 0.1 0.3 -0.2
H 3.9080 -2.8004 1.7408 0.1 0.0 -0.2
H 3.3508 -1.2005 1.2826 0.1 0.2 -0.1
H 4.6359 -2.5046 -3.2559 0.1 0.0 -0.2
H 5.2639 -4.0665 -2.7510 0.2 0.0 0.1
H 6.3984 -2.8537 -3.4343 0.0 0.0 -0.1
C 6.1331 0.6021 -2.3804 0.5 0.3 0.0
O 4.8978 0.1659 -2.9139 -0.2 -0.4 -0.2
C 3.8087 0.3823 -2.1697 0.1 0.0 -0.1
O 3.7573 1.0610 -1.1847 0.1 0.1 0.3
O 2.8124 -0.2943 -2.7268 0.0 0.0 -0.5
C 1.5587 -0.1907 -2.0725 -0.6 0.4 1.0
H 6.2466 0.3685 -1.3242 -0.2 0.0 0.0
H 6.2560 1.6731 -2.5452 0.0 0.0 0.1
H 6.9065 0.0743 -2.9332 -0.1 0.0 -0.1
H 1.3703 0.8082 -1.6754 0.2 0.1 -0.2
H 1.5309 -0.8595 -1.2116 0.0 -0.2 -0.1
H 0.7605 -0.4446 -2.7634 0.2 -0.2 -0.2
C -2.0919 1.1739 7.4005 -0.5 0.7 0.5
O -2.3785 0.0424 6.6061 -0.3 -0.2 0.0
C -1.3196 -0.6126 6.1382 0.4 0.2 -0.1
O -0.1704 -0.3208 6.3605 0.0 0.0 0.0
O -1.7470 -1.6026 5.3821 -0.3 -0.4 -0.1
C -0.7945 -2.1654 4.4684 0.3 0.3 -0.1
H -1.5198 0.9312 8.2944 0.2 -0.1 -0.2
H -3.0581 1.5609 7.7305 0.0 -0.2 -0.1
H -1.6185 1.9730 6.8287 0.3 -0.2 0.0
H -1.3031 -2.9834 3.9734 0.0 0.0 0.0
H 0.1159 -2.5120 4.9517 -0.1 -0.1 0.2
H -0.5073 -1.3937 3.7543 -0.2 -0.2 -0.1
C -3.4753 0.3026 -5.1118 0.7 -0.9 0.7
O -3.7904 1.2889 -6.0724 -0.4 0.0 -0.3
C -2.9755 1.3276 -7.1221 -0.2 0.3 0.1
O -1.9832 0.6692 -7.2668 0.3 -0.2 -0.1
O -3.4497 2.2363 -7.9746 0.3 0.0 -0.1
C -2.6263 2.4617 -9.1368 0.0 -0.3 0.4
H -4.2759 0.2432 -4.3818 -0.1 0.5 0.0
H -2.5202 0.5295 -4.6347 -0.1 0.2 0.2
H -3.3599 -0.7083 -5.5145 -0.1 0.2 -0.5
H -2.2703 1.5175 -9.5463 -0.3 0.0 -0.1
H -1.7302 3.0204 -8.8657 -0.2 0.3 0.0
H -3.2822 2.9949 -9.8126 0.2 0.1 -0.2
C 0.7371 1.8828 -5.1762 -0.9 -0.1 0.1
O 2.1107 2.1345 -5.3984 0.5 0.2 -0.2
C 2.7197 2.8818 -4.4725 -0.3 -0.5 -0.2
O 2.2101 3.3122 -3.4765 -0.1 0.3 0.3
O 3.9837 3.0418 -4.8442 0.2 -0.2 -0.1
C 4.7838 3.8428 -3.9847 0.2 0.4 0.2
H 0.5833 1.0623 -4.4755 0.2 0.1 0.1
H 0.2830 1.6060 -6.1252 0.2 0.0 -0.1
H 0.2291 2.7619 -4.7814 0.1 0.0 0.0
H 4.5862 4.8976 -4.1877 0.0 0.0 0.1
H 5.8195 3.6211 -4.2250 0.0 -0.1 -0.1
H 4.6025 3.6456 -2.9288 -0.2 -0.1 -0.1
C -0.6306 -3.1199 0.5612 -0.1 -0.3 -0.4
O 0.3655 -4.1521 0.6846 -0.2 0.1 0.3
C 1.3171 -3.9701 1.6058 -0.1 0.2 -0.3
O 1.2807 -3.2037 2.5271 -0.1 0.2 0.1
O 2.3837 -4.7170 1.3775 0.4 -0.2 0.3
C 2.3299 -5.8528 0.5415 -0.4 -1.1 -0.4
H -0.6725 -2.4474 1.4126 0.3 0.0 0.1
H -1.5993 -3.5986 0.4381 0.1 -0.1 0.0
H -0.3858 -2.5977 -0.3623 -0.1 0.3 0.2
H 2.0300 -6.7262 1.1336 0.2 0.1 0.1
H 3.3164 -6.0311 0.1269 0.1 0.2 0.1
H 1.6103 -5.8017 -0.2727 0.1 0.5 0.0
C -3.4483 2.5418 3.8647 -0.3 0.5 0.1
O -2.9311 1.2708 3.5084 0.1 -0.4 0.2
C -3.7952 0.3620 3.0365 0.4 0.4 -0.1
O -4.9764 0.5164 2.9262 -0.6 -0.1 -0.1
O -3.0928 -0.7020 2.6855 0.3 -0.3 0.1
C -3.7644 -1.7465 1.9580 -0.2 0.8 0.2
H -4.4290 2.4959 4.3399 0.1 -0.3 0.0
H -3.5407 3.1777 2.9820 0.1 -0.1 0.0
H -2.7296 2.9779 4.5542 0.1 0.0 -0.1
H -2.9585 -2.3953 1.6590 -0.1 -0.3 -0.1
H -4.2472 -1.3068 1.0897 0.0 -0.2 -0.1
H -4.5089 -2.2341 2.5831 0.1 -0.1 0.1
```
Positions in Å, forces in eV/Å.

Computed properties:
Gap between HOMO and LUMO: 6.397 eV
Highest occupied orbital energy: -7.3646 eV
Net charge: 0
Calculated total energy: -101305.273 eV
Energy above the lowest of the compared OMol25 structures with the same formula, charge and spin: 0.000 eV

---

(3)
Density functional theory data (wB97M-V/def2-TZVPD) for a 5-piece molecular cluster, C31H61B3O8 overall at a distorted geometry.

```
103
Properties=species:S:1:pos:R:3:forces:R:3
C -3.5011 2.0626 4.3557 -1.4 -5.0 4.6
C -3.6443 1.2326 5.3759 1.1 3.3 -4.6
C -3.6981 0.0677 6.5131 -0.3 1.3 -1.0
B -4.3929 -1.2317 5.8124 -1.4 -1.0 -0.6
O -4.4534 -2.5680 6.4328 1.6 1.5 -3.6
B -3.9709 -3.4884 5.4173 0.2 0.5 0.1
O -3.4764 -3.1150 4.1034 -2.2 2.2 1.8
B -4.0455 -1.8676 3.6304 -0.8 0.3 -0.6
C -3.7488 -1.2028 2.1528 0.2 -0.8 0.4
C -2.8305 -2.1386 1.2005 -0.5 0.3 -0.5
C -1.7253 -1.2124 0.4104 -0.3 -1.4 -0.8
C -0.2187 -1.6333 0.8231 0.0 0.0 -0.8
C 0.8319 -0.4088 0.9131 0.0 -0.4 -0.5
C 0.3120 0.8810 1.7313 0.4 0.1 0.0
C -0.2022 0.5833 3.2339 0.5 0.7 0.4
C 0.7101 -0.4475 4.0822 -1.0 0.5 1.5
C -0.2572 -1.5986 4.7505 1.6 0.2 -0.6
C 0.7169 -2.5457 5.6249 -0.5 0.4 0.6
C 0.2870 -4.1010 5.6991 1.7 -0.7 -0.2
O -0.5874 -4.5534 4.6330 0.7 0.5 -0.1
C 0.1402 -4.8160 3.4004 0.7 -0.5 0.1
O -4.9963 -1.1213 4.4736 3.6 -1.6 1.7
H -3.5978 2.5158 3.2952 0.3 -0.8 2.6
H -2.6567 -0.1779 6.9452 -1.6 0.5 -0.8
H -4.3658 0.3837 7.3957 1.0 -0.2 -1.3
H -3.9311 -4.6446 5.7059 0.0 0.2 0.0
H -4.7852 -0.9483 1.6846 1.9 -0.4 0.7
H -3.1833 -0.2124 2.3136 -1.1 -1.4 -0.1
H -2.3157 -3.0090 1.7848 -0.8 1.8 -0.9
H -3.5525 -2.6685 0.4547 1.4 0.9 1.1
H -1.8434 -1.4605 -0.7243 0.2 0.6 1.9
H -1.9618 -0.0923 0.5138 0.4 -1.8 0.1
H 0.1711 -2.3323 -0.0281 -0.6 1.1 1.6
H -0.2707 -2.2920 1.7661 0.3 1.3 -1.2
H 1.8258 -0.8558 1.3338 -1.7 1.0 -0.5
H 1.0934 -0.0939 -0.1811 -0.5 -0.4 2.0
H -0.5220 1.4351 1.1387 1.4 -1.1 1.0
H 1.1959 1.6427 1.7910 -1.5 -1.4 -0.1
H -1.3086 0.2454 3.2929 1.9 0.5 -0.3
H -0.1532 1.6038 3.8011 -0.3 -1.8 -1.1
H 1.6043 -0.8918 3.5139 -1.6 0.5 0.7
H 1.1641 0.1168 4.9993 -0.6 -0.9 -1.7
H -0.7738 -2.1130 3.8627 0.7 0.4 1.6
H -1.0495 -1.1497 5.4521 1.1 -0.4 -1.3
H 0.6816 -2.1375 6.7155 0.2 -0.7 -1.8
H 1.8192 -2.3874 5.2740 -2.0 -0.6 0.5
H -0.1546 -4.3960 6.7200 0.3 0.6 -1.8
H 1.2756 -4.7190 5.5931 -1.6 1.0 0.4
H 1.1052 -4.1807 3.4335 -1.4 -1.0 -0.5
H 0.4129 -5.9511 3.3735 -0.3 2.0 0.0
H -0.4792 -4.5906 2.4467 0.8 -0.1 1.9
C -9.6374 0.4785 4.9343 -0.3 -0.4 0.0
C -8.2381 0.9006 5.3174 0.2 0.3 0.4
C -7.5880 1.1035 3.9641 0.3 -0.1 -0.4
O -8.6247 1.5196 3.0635 -0.2 -0.1 0.3
C -9.8938 1.3194 3.6999 0.0 0.3 -0.2
H -10.3766 0.6410 5.7213 0.0 0.0 -0.1
H -9.6454 -0.5847 4.6706 0.0 0.1 0.0
H -8.2732 1.8508 5.8614 0.0 -0.1 0.0
H -7.7128 0.1713 5.9376 0.0 0.0 -0.1
H -7.1672 0.1682 3.5811 0.1 0.0 0.1
H -6.7972 1.8573 3.9878 -0.1 0.0 -0.1
H -10.2935 2.3039 3.9666 -0.1 0.0 0.0
H -10.5843 0.8405 3.0014 0.1 0.1 0.0
C 4.6792 2.6682 -2.2805 0.1 0.6 -0.1
C 5.3031 1.4349 -1.6710 0.3 -0.4 -0.1
C 4.2872 1.0576 -0.6117 -0.2 0.0 0.3
O 3.0057 1.4828 -1.0949 0.3 0.0 -0.1
C 3.2033 2.3303 -2.2358 -0.3 -0.1 -0.1
H 5.0354 2.8885 -3.2889 -0.1 0.0 0.1
H 4.8826 3.5388 -1.6470 0.0 0.0 0.0
H 5.3695 0.6421 -2.4243 0.0 0.0 0.1
H 6.3020 1.6029 -1.2631 -0.1 0.0 0.0
H 4.4809 1.5824 0.3300 0.1 -0.1 0.0
H 4.2672 -0.0173 -0.4139 -0.1 0.1 0.0
H 2.8977 1.7696 -3.1260 0.0 0.1 -0.1
H 2.5717 3.2177 -2.1490 0.0 -0.1 0.1
C 6.9992 2.6896 -7.5128 0.2 0.4 -0.3
C 7.4595 1.4995 -6.7048 0.0 -0.5 0.0
C 7.1944 1.9596 -5.2856 0.1 0.2 0.3
O 6.0688 2.8477 -5.3399 0.2 -0.1 -0.3
C 5.8071 3.1727 -6.7128 -0.4 0.0 0.1
H 6.7478 2.4475 -8.5473 0.0 0.0 0.1
H 7.7804 3.4577 -7.5202 -0.1 0.0 0.0
H 6.8361 0.6296 -6.9382 0.1 0.0 0.0
H 8.5028 1.2278 -6.8769 -0.1 0.0 0.0
H 8.0447 2.5210 -4.8841 0.1 -0.1 0.0
H 6.9748 1.1290 -4.6098 -0.1 0.1 0.0
H 4.8913 2.6508 -7.0115 0.0 0.0 -0.1
H 5.6432 4.2484 -6.8116 0.0 -0.1 0.1
C 1.9577 0.6355 -9.3731 -0.3 0.2 0.4
C 2.2525 0.8726 -10.8357 -0.1 -0.2 -0.5
C 3.7033 1.3078 -10.7988 0.3 0.2 0.0
O 4.3070 0.6479 -9.6773 -0.3 0.0 0.0
C 3.2701 0.0655 -8.8752 0.3 -0.3 0.1
H 1.1104 -0.0303 -9.1978 0.1 0.0 0.0
H 1.7523 1.5900 -8.8764 0.0 -0.1 0.0
H 2.1584 -0.0674 -11.3901 0.0 0.1 0.0
H 1.5975 1.6110 -11.3023 0.1 0.0 0.0
H 3.7904 2.3878 -10.6385 0.0 0.0 -0.1
H 4.2427 1.0466 -11.7127 0.1 0.0 0.1
H 3.3093 -1.0203 -9.0148 -0.1 0.0 0.1
H 3.4515 0.2881 -7.8208 0.1 0.0 -0.1
```
Positions in Å, forces in eV/Å.

Computed properties:
Gap between HOMO and LUMO: 9.791 eV
Highest occupied orbital energy: -9.2025 eV
SMILES: C#CCB1OBOB(CCCCCCCCCCCOC)O1.C1CCOC1.C1CCOC1.C1CCOC1.C1CCOC1
Net charge: 0
Calculated total energy: -51543.222 eV
Energy above the lowest of the compared OMol25 structures with the same formula, charge and spin: 5.555 eV